[1]
The following is a quantum chemistry calculation of C4H4N2O in the gas phase, from OMol25.

Results
* HOMO-LUMO gap: 8.913 eV
* SMILES: [H]/N=C/C(=O)C=C=N
* energy above the lowest of the compared OMol25 structures with the same formula, charge and spin: 70.88 kcal/mol
* E_LUMO: -0.4 eV
* energy: -9237.4142 eV

Each line ends with the Löwdin charge.
Positions of all 11 atoms, in Å:
N 2.18749 0.70298 -0.10147  0.21
O -2.38853 0.67881 0.12309  0.08
C 1.02270 0.89681 -0.22671  -0.19
H -0.15411 -2.69864 0.17601  0.05
H -0.38232 2.41678 -0.77567  0.12
N -0.26346 -1.81008 -0.32624  0.10
C -1.21274 0.48947 -0.07525  -0.42
C -0.17555 1.39468 -0.49394  -0.02
H 2.50763 -0.22757 -0.37953  0.12
H -0.60542 -0.98485 1.58531  0.12
C -0.53569 -0.85839 0.49440  -0.17

[2]
The following is a quantum chemistry calculation of a molecular structure, C4H8N2, from OMol25.

Results
* HOMO-LUMO gap: 7.662 eV
* energy above the lowest of the compared OMol25 structures with the same formula, charge and spin: 153.58 kcal/mol
* E_LUMO: -0.3 eV
* energy: -7251.2155 eV

Each line ends with the Löwdin charge.
Positions of all 14 atoms, in Å:
C 2.54338 -0.22573 -0.28021  -0.04
H 3.13257 0.56718 -0.66739  0.00
N -1.74123 -0.27157 -0.12258  -0.23
C -1.37227 0.37599 -1.34022  -0.10
H 1.51960 0.10740 -0.21390  -0.01
N -1.74392 0.94737 0.65239  -0.01
C -1.27309 1.55168 -0.53324  -0.17
H -0.97551 1.03471 1.41525  0.14
C -1.68260 -1.39104 0.41503  0.08
H -1.95548 -1.52798 1.50041  0.12
H 2.92567 -1.13036 -0.81660  0.05
H -0.82776 2.51651 -0.71006  0.08
H 2.78694 -0.23852 0.75010  -0.01
H -1.33631 -2.31563 -0.04895  0.10

[3]
The following is a quantum chemistry calculation of 2 unconnected molecules or ions with the total composition C3H6N2, from OMol25.

Results
* HOMO-LUMO gap: 9.983 eV
* SMILES: C=C=N.C=N
* energy above the lowest of the compared OMol25 structures with the same formula, charge and spin: 77.12 kcal/mol
* E_LUMO: 0.9 eV
* energy: -6185.2006 eV

Each line ends with the Löwdin charge.
Positions of all 11 atoms, in Å:
C 0.90663 0.04468 -0.68103  -0.03
H -1.98172 -0.78320 1.01782  0.06
H -1.82283 0.24680 -1.62642  0.00
N -2.01186 -0.36351 -0.91538  0.03
C 1.64985 0.03366 0.35431  -0.26
N 2.45459 0.18098 1.27835  0.16
H -1.25237 0.89047 0.54467  0.07
H 1.32474 -0.47493 -1.47295  0.05
C -1.80004 -0.03206 0.27535  -0.16
H -0.03024 0.63398 -0.82867  0.04
H 2.56323 -0.37686 2.05395  0.03

[4]
The following is a quantum chemistry calculation of a molecular structure, C8H4F5IrN2O3Se3Te2, from OMol25.

Results
* multiplicity: 2
* HOMO-LUMO gap (alpha / beta): 4.498 / 4.236 eV
* total charge: +1
* energy above the lowest of the compared OMol25 structures with the same formula, charge and spin: 142.73 kcal/mol
* E_LUMO (alpha / beta): -6.0 / -6.3 eV
* energy: -244521.0773 eV

Each line ends with the Löwdin charge.
Positions of all 28 atoms, in Å:
N -0.61857 1.21833 -0.99414  -0.27
O 2.37602 -2.04031 1.39747  -0.17
Se 2.68026 2.53438 1.50266  0.00
H 0.56661 -3.62678 0.12896  0.15
N -1.09081 -2.32764 0.38387  -0.14
F -5.47163 3.83083 0.81330  0.13
C -3.83440 1.09365 -0.69284  -0.45
F -5.38880 0.73951 1.08035  0.10
Te 4.08040 0.93780 2.51567  0.38
C -4.47833 3.04968 0.35395  -0.27
O 0.93558 -0.61722 0.49639  -0.27
O -0.34834 2.24750 -1.35651  0.16
C -3.50290 2.19900 -1.56368  -0.26
C -3.53098 2.43205 1.32225  0.02
F -2.20286 2.55558 1.00866  -0.02
F -3.82105 4.54876 -1.49155  0.20
F -2.82014 2.03897 -2.69476  0.09
Se -3.25979 -0.66553 -0.98754  0.77
H -1.74014 -2.25927 1.16596  0.10
C 0.21831 -2.87563 0.83544  -0.09
Se 3.36621 0.42462 -1.30817  0.07
H -1.53595 -2.95403 -0.28113  0.09
C -4.50156 1.53424 0.45845  -0.42
C 1.26525 -1.77975 0.92069  -0.65
H 0.12107 -3.35282 1.80794  0.14
Ir -0.90975 -0.36989 -0.38402  1.03
C -3.93892 3.34266 -1.02286  -0.09
Te 4.38158 -0.77350 0.37612  0.68